[1]
Molecular formula: C4H12N2O
Method: DFT, ωB97M-V/def2-TZVPD

```
19
Properties=species:S:1:pos:R:3
H -0.6637 2.2397 -0.6503
H -1.2367 -0.7919 -2.7110
H -1.3823 -0.7045 -0.4197
H -2.3384 0.0863 -2.2063
H 1.5897 0.7027 1.7588
H -2.1574 1.5129 0.0254
C 1.0698 -0.2592 1.7480
H 1.1620 -1.7949 0.3974
C 0.6438 -0.3843 -0.9079
N 1.1864 -0.7655 0.4087
H -0.5639 1.3897 0.8389
C -0.8221 0.1207 -0.8747
H 2.2060 -0.6497 3.2510
H 1.2662 0.3964 -1.3462
H 0.0018 -0.2212 2.0101
C -1.0874 1.3875 -0.1171
H 0.7420 -1.2573 -1.5485
N -1.3128 0.1334 -2.2682
O 1.6971 -1.1409 2.6116
```

Calculated values
**Gap between HOMO and LUMO (spin up / spin down)**: 10.686 / 5.835 eV
**Total charge**: +1
**Highest occupied orbital energy (spin up / spin down)**: -13.78 / -13.76 eV
**Multiplicity**: 2
**E**: -344.006998 hartree


[2]
Molecular formula: C4H12N2O
Method: DFT, ωB97M-V/def2-TZVPD

```
19
Properties=species:S:1:pos:R:3
C 1.2105 -1.1767 -1.0338
N -0.0198 1.9643 -0.3241
H -1.5262 1.4160 2.0588
N 2.1455 -1.5116 -0.0120
H 2.4363 -0.7967 0.6572
H 1.5496 -0.4315 -1.7487
H -0.5766 -1.4072 0.2681
H 1.5499 -2.1677 0.5119
H 0.8521 -2.0593 -1.5582
H -1.4918 -0.3155 1.7249
C -0.1678 0.6938 0.4226
H 0.9911 2.0390 -0.3858
C -0.1372 -0.6234 -0.3553
H -2.3147 1.0079 -0.4307
H -0.8248 -0.5864 -1.2113
C -1.4605 0.6783 1.2634
H -0.3446 1.9401 -1.2872
O -2.6179 0.6740 0.4198
H 0.7468 0.6627 1.0204
```

Calculated values
**Gap between HOMO and LUMO (spin up / spin down)**: 10.465 / 4.743 eV
**Total charge**: +1
**Highest occupied orbital energy (spin up / spin down)**: -14.10 / -13.99 eV
**Multiplicity**: 2
**E**: -343.970872 hartree


[3]
Molecular formula: C4H12N2O2
Method: DFT, ωB97M-V/def2-TZVPD

```
20
Properties=species:S:1:pos:R:3
N -1.9677 0.1770 -1.7569
H -0.5989 2.7179 -0.2970
C 0.8001 -0.9224 -0.2478
H -1.9931 -0.0443 -2.7423
H -2.8844 0.1970 -1.3077
O 2.0718 -1.4934 -0.3548
C 1.5688 0.3528 1.7865
H -2.1910 1.8742 0.1649
H 0.8028 -0.0051 -0.8629
H -0.4803 -0.0658 1.2479
H 0.4359 -1.4801 1.7887
C -1.3291 1.9564 -0.5006
C 0.4895 -0.5535 1.2134
H 1.5972 1.2950 1.2479
N -1.1379 1.2141 -1.5005
H 2.5330 -0.1277 1.6887
H -0.8996 -1.3655 -1.0830
H 1.9374 -2.4244 -0.5925
O -0.1328 -1.8513 -0.7407
H 1.3783 0.5490 2.8489
```

Calculated values
**Gap between HOMO and LUMO**: 10.145 eV
**Total charge**: 0
**Highest occupied orbital energy**: -9.34 eV
**SMILES**: CCC(O)O.C=NN
**Multiplicity**: 1
**E**: -419.545257 hartree


[4]
Molecular formula: C4H12N2O2
Method: DFT, ωB97M-V/def2-TZVPD

```
20
Properties=species:S:1:pos:R:3
C 1.3722 -1.3714 0.2903
H 1.8371 -0.8297 2.0876
H -3.1752 0.4399 0.0323
H -0.6374 -0.0205 1.0424
H 1.1869 2.0943 -0.2928
N -1.5644 1.0388 -1.0142
N -2.9177 0.6088 -0.9367
H 0.9289 -3.1668 0.9251
C 0.8329 1.5872 0.6053
H 1.7190 1.2935 1.1758
C 0.0038 0.3901 0.2710
C -0.0624 -0.1500 -1.0186
H 0.5841 0.2462 -1.7899
H 1.9627 -1.6802 -0.5763
H 0.2622 2.2955 1.2051
H -0.5645 -1.0861 -1.2149
H -1.5108 2.0039 -1.3381
O 2.3154 -1.0755 1.2854
H -3.0270 -0.2665 -1.4404
O 0.4543 -2.3515 0.7016
```

Calculated values
**Gap between HOMO and LUMO**: 7.382 eV
**Total charge**: 0
**Highest occupied orbital energy**: -6.61 eV
**Multiplicity**: 1
**E**: -419.367504 hartree


[5]
Molecular formula: C4H12N2O2
Method: DFT, ωB97M-V/def2-TZVPD

```
20
Properties=species:S:1:pos:R:3
C 1.7133 -0.0288 -0.1172
H 1.7760 -2.7737 -0.2448
N 0.6254 -1.0307 -0.3954
C -1.4457 0.9256 -0.0014
H 2.5591 -1.3021 1.3800
H 3.1075 0.3824 1.5190
H 0.1542 -2.9912 -0.9983
H 1.4600 -2.1994 -1.8972
H 0.1227 -1.1033 0.4970
H -2.8292 2.4494 -0.5201
C 1.0265 -2.3515 -0.9106
H 1.5028 0.0020 2.0189
H 2.4733 -0.0654 -0.8952
O -1.1143 0.5680 -1.1716
N -2.4370 1.8620 0.1872
H 1.1592 0.9051 -0.1699
O -0.9342 0.4514 1.0508
C 2.2590 -0.2576 1.2759
H -0.1519 -0.4872 -0.9355
H -2.6643 1.9875 1.1556
```

Calculated values
**Gap between HOMO and LUMO**: 9.679 eV
**Total charge**: 0
**Highest occupied orbital energy**: -8.93 eV
**Multiplicity**: 1
**E**: -419.621452 hartree


[6]
Molecular formula: C4H12N2O2
Method: DFT, ωB97M-V/def2-TZVPD

```
20
Properties=species:S:1:pos:R:3
H -0.0555 0.1542 2.4131
H -0.5812 -2.9216 0.2048
C -1.1966 0.2841 -0.9819
O 1.7692 2.0653 0.1897
N 0.2491 0.8069 -0.8750
O -0.1437 -0.4266 3.0928
H -1.3556 -1.5307 1.1200
C -1.4717 -1.3602 -0.8932
H 1.8342 0.6738 -2.2387
C 1.3234 0.0022 -1.6117
H -1.7084 0.7578 -1.8893
H -1.1122 -1.8798 -1.7583
H -2.6421 -1.4182 -0.9543
H 0.8536 -0.9757 -2.0284
H -1.8477 0.7742 -0.2474
H 2.0415 -0.2073 -0.8006
C 0.7610 1.4457 0.2513
N -0.9459 -2.0405 0.2337
H -0.2870 -1.2423 2.6767
H 0.2372 1.1101 1.1441
```

Calculated values
**Gap between HOMO and LUMO**: 9.758 eV
**Total charge**: 0
**Highest occupied orbital energy**: -9.09 eV
**SMILES**: CN(C=O)CCN.O
**Multiplicity**: 1
**E**: -419.504373 hartree


[7]
Molecular formula: C4H12N2O2
Method: DFT, ωB97M-V/def2-TZVPD

```
20
Properties=species:S:1:pos:R:3
N 1.2795 0.0872 0.6026
H 1.7818 -0.4523 1.3065
H 0.8109 -1.0119 -0.3634
H 0.8215 0.9799 3.2388
H 1.2935 2.2928 2.1563
C -0.9344 -0.0937 -2.0706
H 1.9244 0.8201 0.3262
C 0.1050 0.7539 1.2318
C -0.3399 -1.4617 -1.9064
H -0.6226 -0.0156 1.5057
H -0.3889 3.2238 3.3664
H -1.7873 -0.0021 -1.4082
N -0.6755 2.4380 2.8015
O -0.6719 -2.3561 -2.7315
H -0.1487 0.5980 -1.7897
H -1.3337 1.9058 3.3522
H -1.1891 0.0696 -3.1093
C 0.4718 1.6277 2.4205
O 0.4295 -1.7958 -0.9766
H -0.3579 1.3674 0.4530
```

Calculated values
**Gap between HOMO and LUMO (spin up / spin down)**: 8.978 / 4.218 eV
**Total charge**: +1
**Highest occupied orbital energy (spin up / spin down)**: -12.76 / -12.76 eV
**Multiplicity**: 2
**E**: -419.276514 hartree


[8]
Molecular formula: C4H12N2O4S
Method: DFT, ωB97M-V/def2-TZVPD

```
23
Properties=species:S:1:pos:R:3
O 1.7913 0.4948 1.4368
C -1.2292 -0.7911 0.1041
H -0.9539 -0.8910 1.1945
H -2.7598 2.0694 -0.8715
N -3.5075 -1.7587 0.0441
S 1.8092 -0.2559 0.1778
H -1.1651 -1.6934 -0.5473
O 1.4037 -1.7254 0.0678
H 3.5639 1.0451 -0.3650
H -4.8557 -1.1013 -0.1706
H -0.4499 1.6797 1.0629
C 3.4154 -0.0949 -0.6124
C -0.5685 0.3937 -0.5747
O -2.7119 -0.5115 -0.1982
H -2.6419 1.6798 0.9460
H -3.0292 -2.0251 1.6122
H 0.0613 2.4859 -0.4454
C -0.6564 1.8442 0.0832
H 4.0556 -0.5921 0.0139
H 3.2253 -0.5421 -1.5256
N -2.0789 2.3882 0.1351
H -1.2043 0.5300 -1.5467
O 0.8349 0.3585 -0.9889
```

Calculated values
**Gap between HOMO and LUMO**: 8.639 eV
**Total charge**: 0
**Highest occupied orbital energy**: -9.20 eV
**Multiplicity**: 1
**E**: -967.869283 hartree


[9]
Molecular formula: C4H12N2OS
Method: DFT, ωB97M-V/def2-TZVPD

```
20
Properties=species:S:1:pos:R:3
C -2.3072 0.3915 -0.2977
H 3.5141 0.0447 -0.3324
N -3.4311 0.6979 0.5935
H -3.6287 1.5388 1.0684
H -0.0108 -1.2197 -1.2620
H 1.5509 -1.4048 -1.7724
O 1.1954 2.1449 0.3107
H 3.0384 -1.3989 0.6825
H 3.2028 0.3405 1.1948
N -1.0917 1.0325 0.1573
H -1.3088 2.0144 -0.0569
S 0.6199 1.0857 -0.5160
H 0.8695 -0.5004 1.1533
H 0.8737 -2.5358 -0.4427
H -2.1250 -0.6592 -0.3140
H -3.3976 -0.0419 1.2712
H -2.6959 0.8035 -1.2369
C 1.3144 -0.4224 0.1967
C 2.8522 -0.3829 0.4501
C 0.9658 -1.5283 -0.8477
```

Calculated values
**Gap between HOMO and LUMO**: 9.596 eV
**Total charge**: 0
**Highest occupied orbital energy**: -8.73 eV
**Multiplicity**: 1
**E**: -742.453098 hartree


[10]
Molecular formula: C4H12N2S
Method: DFT, ωB97M-V/def2-TZVPD

```
19
Properties=species:S:1:pos:R:3
N 0.2921 0.1166 0.7382
H -0.6896 -1.7178 0.6224
H -1.4910 -0.6551 1.9025
S -0.1367 -1.9105 -1.8740
H 0.5416 0.7962 1.4975
H 0.1556 -2.2811 2.7283
H 1.3677 -1.3692 2.0458
H -1.9406 -0.3642 -0.5599
N 0.4231 -1.2868 2.4354
C -0.1829 0.5811 -0.5644
H -0.7331 2.8826 -0.5087
H 0.9598 2.3778 -0.7731
H -0.2238 2.0178 -1.9570
C -0.0952 2.0878 -0.8747
H 1.7606 -0.3850 -1.1578
H 0.8623 0.2064 -2.6046
C -0.4917 -0.9078 1.3876
C 0.7502 -0.2396 -1.5930
H -1.1285 0.0507 -0.8905
```

Calculated values
**Gap between HOMO and LUMO**: 6.036 eV
**Total charge**: 0
**Highest occupied orbital energy**: -7.87 eV
**Multiplicity**: 1
**E**: -667.072053 hartree